An isolated molecule of C17H22N2O4S at a distorted geometry. Source: the Open Molecules 2025 dataset; level of theory: ωB97M-V/def2-TZVPD.

The geometry in XYZ format:
```
46
Properties=species:S:1:pos:R:3:forces:R:3
H 0.7450 0.7919 -2.5309 4.82 8.33 -10.71
S -0.5452 1.3420 -0.9965 0.85 2.09 -2.57
N 0.4890 0.2958 -1.9086 -4.49 -7.65 14.06
H 6.3499 -2.1021 -0.2278 2.55 -2.36 -1.44
O 0.1901 2.0280 0.0586 -0.80 -1.68 0.77
H 4.8882 -0.3451 2.4468 -0.74 -0.86 1.53
C 5.6572 -1.6138 0.2968 0.93 10.84 -3.18
H 1.7926 -1.1159 -1.2465 1.69 -1.88 -1.58
C 4.5829 1.0545 0.8699 -2.93 3.68 -3.80
C -1.9936 0.2399 -0.4753 5.37 2.06 -2.77
O -0.9254 2.3750 -1.9805 -0.76 -1.96 0.49
C -4.0304 -1.2782 0.0063 6.09 -5.01 -5.09
C -2.9780 -1.9485 -0.7881 -2.26 5.64 3.53
H 5.1016 -1.8666 1.0123 -4.03 -3.59 5.56
H -6.0429 2.4668 1.7651 -8.83 3.91 4.84
O 6.4132 -0.3253 1.0152 -0.85 -3.66 -0.24
H 1.2285 -0.5921 0.1208 -0.53 1.65 -1.94
C -1.9691 -1.0422 -0.9202 0.33 -1.95 -0.76
C -4.0791 -0.0428 0.2692 -1.40 15.32 2.55
H 5.1051 1.7177 -0.0007 0.38 -0.90 2.89
H 4.1546 -1.5009 -1.3939 1.63 1.92 1.21
C -3.0740 2.3480 0.2796 0.63 -2.59 -0.27
C 1.5840 -0.1524 -0.9489 -2.95 -1.46 2.41
C -5.2983 0.8126 0.9554 3.76 1.03 0.14
H -5.0599 -3.4945 -0.9990 -0.61 0.38 2.17
H -4.2830 -3.9457 0.5535 -2.12 1.20 0.23
C -3.0142 0.9766 -0.0856 -4.57 -2.72 2.59
N 3.7803 0.2772 -0.1866 8.61 -5.51 10.42
C -5.1963 -3.3209 0.1704 0.46 -0.06 -2.77
H 5.2860 -0.1442 -1.1489 7.69 6.52 -6.81
C -4.0595 2.8084 1.0209 -1.97 5.67 1.85
O -5.0234 -1.8593 0.3745 -8.43 -7.72 3.23
H -6.0081 0.1718 1.3516 -1.91 -0.90 0.39
H -6.3095 -3.6048 0.4009 2.62 0.56 0.16
H 6.1630 1.1180 2.3040 -2.01 -1.40 0.27
C 4.7790 -0.7238 -0.6949 -9.66 -9.06 3.54
C -5.2500 2.2462 1.3939 8.32 -11.79 -7.36
C 5.4218 0.3304 1.8595 4.12 2.48 -3.27
C 2.6942 0.7514 -0.6071 -4.24 4.99 -7.99
H -2.1396 2.7712 0.1560 1.22 1.91 -0.21
H 3.8711 1.8227 1.3260 0.74 -1.21 -0.28
H -4.1833 3.8714 1.4107 1.70 -0.81 -0.83
H 3.1402 1.0683 -1.7428 -2.06 0.68 0.76
H -1.1737 -1.4197 -1.4711 1.92 -0.02 -0.64
H -3.0183 -2.9528 -0.8879 0.42 -2.74 -0.94
H 2.2371 1.7056 -0.1760 1.28 -1.39 -0.16
```
Forces are in eV/Å.

spin multiplicity: 1
E_LUMO: -0.240 eV
Kohn-Sham gap: 7.14 eV
SMILES: COc1ccc(S(=O)(=O)NCCN2CCOCC2)c2ccccc12


An isolated molecule of HNO2S2 at a distorted geometry. Source: the Open Molecules 2025 dataset; level of theory: ωB97M-V/def2-TZVPD.

The geometry in XYZ format:
```
6
Properties=species:S:1:pos:R:3:forces:R:3
O 0.5923 -0.8864 -0.0874 0.64 2.14 -0.71
N 0.1870 2.1484 -0.5242 0.34 -2.06 -0.44
H -0.8133 2.3333 -0.4628 -0.04 0.09 0.20
S 0.7207 0.7940 -1.0043 -0.41 0.49 0.67
O -0.8586 -2.1262 1.5412 -0.94 0.21 0.88
S 0.1719 -2.2630 0.5375 0.40 -0.88 -0.60
```
Forces are in eV/Å.

spin multiplicity: 3
expectation value of S²: 2.008
E_LUMO (spin up / spin down): -1.170 / -2.507 eV
Kohn-Sham gap (spin up / spin down): 6.31 / 8.09 eV


A structure of composition C3H3BrCl2O at a distorted geometry. Source: the Open Molecules 2025 dataset; level of theory: ωB97M-V/def2-TZVPD.

The geometry in XYZ format:
```
10
Properties=species:S:1:pos:R:3:forces:R:3
Br -0.4173 -1.2637 -1.6066 0.32 -0.07 1.17
H -0.1964 1.2330 -0.6032 -0.20 0.33 1.10
C 0.5296 -0.0004 0.9962 -0.07 -1.66 -0.32
Cl -0.4269 -2.4746 1.2202 -0.50 -1.60 0.71
H 1.4773 1.2752 -0.4798 -1.23 0.63 2.18
Cl -2.7586 -0.6129 -3.2274 0.32 -0.06 0.33
H 0.3336 1.9880 1.0302 0.58 0.88 -0.72
O 0.8174 -0.1391 2.1670 -0.11 0.55 -0.62
C 0.1085 -1.2802 0.2677 -0.07 1.99 -1.61
C 0.5327 1.2748 0.2358 0.96 -0.98 -2.21
```
Forces are in eV/Å.

spin multiplicity: 1
E_LUMO (spin up / spin down): -1.963 / -3.654 eV
Kohn-Sham gap (spin up / spin down): 8.71 / 5.49 eV


An isolated molecule of C7H11NO2S at a distorted geometry. Source: the Open Molecules 2025 dataset; level of theory: ωB97M-V/def2-TZVPD.

The geometry in XYZ format:
```
22
Properties=species:S:1:pos:R:3:forces:R:3
O -0.2141 -2.0312 -1.5182 -0.56 0.35 -0.28
C 0.8419 1.8978 0.7661 -0.72 -1.47 0.32
H 0.3939 -2.5940 0.6914 1.40 -0.14 0.20
C 1.3978 -2.0949 0.7664 -2.17 0.50 2.38
C -0.6895 -0.7196 -1.1524 -1.49 -1.14 -0.47
C 1.0639 -0.6457 0.6914 0.19 1.87 0.17
H 1.6499 3.7339 1.2840 0.88 1.16 0.23
H -0.3310 0.8219 -2.2083 0.45 1.00 0.05
C 0.6715 3.3427 1.2537 -0.54 -2.74 -0.35
O -0.7845 -0.0001 -2.3155 -0.29 0.10 -1.35
C -2.0966 -0.7987 -0.5253 -1.73 -4.34 -0.96
C 0.2002 -0.0596 -0.1720 0.91 1.28 0.33
N 0.0704 1.3555 -0.1363 0.60 -0.86 0.64
H -2.1928 -0.1912 0.3352 -0.28 0.60 0.77
H -0.7582 -2.3125 -2.2931 0.60 0.46 0.86
H 0.2098 3.2478 2.2577 0.23 0.56 -0.64
H 1.9977 -2.3906 1.6308 -0.58 0.19 0.32
S 1.8001 0.6694 1.6287 -0.51 0.01 -0.52
H 0.0202 3.7588 0.4915 0.01 0.58 0.31
H -3.0170 -0.7223 -1.2094 1.74 0.61 0.55
H -2.2312 -1.9528 -0.2465 0.40 2.43 0.16
H 1.9978 -2.3146 -0.0197 1.46 -0.99 -2.75
```
Forces are in eV/Å.

spin multiplicity: 1
E_LUMO: 0.691 eV
Kohn-Sham gap: 9.61 eV
SMILES: Cc1nc(C(C)(O)O)c(C)s1


A structure of composition H10NaO5. Source: the Open Molecules 2025 dataset; level of theory: ωB97M-V/def2-TZVPD.

The geometry in XYZ format:
```
16
Properties=species:S:1:pos:R:3:forces:R:3
H 2.0918 2.4061 -0.1685 0.02 -0.09 0.13
O -0.7396 0.4776 -1.8136 0.09 0.09 -0.06
H 2.2979 -2.0177 -0.3710 -0.10 0.07 0.07
H 2.7301 1.1787 0.4966 -0.12 -0.04 -0.09
H -0.4925 -2.3950 1.6579 0.06 0.06 0.10
O -0.3614 -1.6217 2.2199 -0.03 0.12 -0.17
H 0.0533 -1.9645 3.0204 -0.06 0.11 -0.05
H -0.3182 1.1127 -2.4091 0.02 -0.18 0.08
H -2.2672 1.5929 -0.4700 -0.47 -0.15 0.02
O -2.5645 1.2331 0.3785 0.57 0.05 -0.08
O 1.5428 -1.4172 -0.3412 -0.17 -0.13 -0.10
Na -0.2506 0.5073 0.7693 0.13 -0.38 -0.02
O 1.8861 1.5361 0.1954 -0.17 0.21 0.04
H -1.1096 -0.2001 -2.3948 -0.07 0.15 0.10
H 1.0283 -1.6334 -1.1283 0.17 0.07 0.01
H -3.5268 1.2050 0.3585 0.10 0.05 0.01
```
Forces are in eV/Å.

spin multiplicity: 1
E_LUMO: -3.290 eV
Kohn-Sham gap: 11.83 eV
net charge: +1


An isolated molecule of C20H26N4O4. Source: the Open Molecules 2025 dataset; level of theory: ωB97M-V/def2-TZVPD.

The geometry in XYZ format:
```
54
Properties=species:S:1:pos:R:3:forces:R:3
O 4.8480 1.9118 0.7048 0.22 0.11 0.39
C 4.7305 -0.7082 -0.3172 0.04 -0.08 0.41
H -1.4111 -2.4011 0.8098 -0.15 -0.03 -0.02
H 5.6543 -0.3637 0.1542 -0.04 -0.12 -0.14
H 3.3635 3.6616 -0.3885 -0.02 -0.17 -0.08
C 2.5879 -2.0037 0.1460 0.20 0.06 0.12
H 4.9725 -1.3702 -1.1516 0.06 0.04 0.03
H 1.3078 -4.8980 -0.1224 0.05 -0.11 -0.03
C 0.6091 -3.1490 0.9357 -0.39 -0.11 0.00
H -1.1065 -0.1032 -2.4729 0.11 -0.13 -0.17
O 1.9227 -2.6816 1.1921 0.17 0.06 0.03
N 4.0544 0.4575 -0.8409 -0.06 -0.45 -0.30
H -0.2649 -1.2614 1.5221 -0.02 0.11 0.09
C -4.6448 0.4108 -0.0202 0.13 -0.06 -0.14
H -0.2774 -1.5388 -0.2263 -0.02 0.05 -0.06
C -2.4100 0.6433 -0.8170 0.21 0.42 0.45
C -0.3990 -2.0111 0.7455 0.40 -0.24 0.09
H -3.8737 -0.5922 -1.7707 -0.09 -0.08 -0.07
O 1.6755 0.8606 -2.2907 -0.26 -0.03 -0.15
H -1.3230 4.1423 1.7549 -0.09 0.04 0.05
H -2.9096 2.5218 2.0054 0.01 0.06 0.08
C -0.2719 1.2711 -1.0081 -0.63 -0.42 -0.30
H -6.2271 -0.4667 -2.0287 0.01 -0.02 0.03
N -0.7942 1.9175 0.1147 0.46 -0.24 -0.43
C 3.8856 -1.4448 0.7252 -0.21 -0.04 -0.29
H 4.4620 -2.2704 1.1427 0.03 -0.04 0.05
H 2.8180 -2.6929 -0.6799 -0.04 0.06 0.00
H -5.1236 1.5177 1.7370 -0.08 0.04 0.10
H 3.3689 0.3314 -1.5792 0.08 0.19 0.11
C -1.2353 0.4935 -1.5928 0.52 0.40 0.12
C -0.4804 3.5054 2.0182 -0.06 -0.04 -0.04
H 0.3670 -3.6795 1.8653 -0.04 0.04 -0.17
O -5.9242 -0.0534 -0.0180 0.14 0.22 0.24
C 0.5374 -4.1381 -0.2299 0.19 0.22 0.36
C 4.1198 1.6505 -0.2267 -0.34 0.36 -0.48
N 1.7803 2.3615 -0.5925 -0.38 -0.45 -0.52
H 3.6436 -0.7603 1.5393 0.02 0.01 0.05
H -5.7314 -1.8585 -1.0236 -0.01 0.04 -0.01
C 0.0209 2.7766 0.8203 0.36 0.25 0.08
H 0.6727 -3.6280 -1.1809 0.00 0.02 -0.14
H -7.3627 -1.1657 -0.8479 0.08 -0.02 -0.06
H 1.9666 -1.1890 -0.2485 0.03 -0.04 -0.04
H 0.3283 4.1201 2.4016 0.00 -0.02 -0.02
C -3.6819 0.0802 -0.9508 -0.37 -0.07 0.11
C 3.1683 2.6927 -0.8476 0.44 0.00 0.04
H 3.3219 2.7317 -1.9290 -0.03 0.03 0.10
C -2.1107 1.5327 0.2460 -0.52 -0.42 -0.30
C 1.1159 1.4557 -1.3748 0.44 0.23 0.04
H -0.4347 -4.6234 -0.2341 -0.11 -0.06 -0.05
N 1.2317 2.9867 0.4680 -0.09 0.52 0.81
C -4.3367 1.2936 1.0349 0.02 0.01 0.00
H -0.7903 2.8025 2.7894 -0.08 -0.01 0.08
C -6.3170 -0.9336 -1.0426 -0.06 -0.14 -0.16
C -3.0929 1.8554 1.1807 -0.21 0.03 0.14
```
Forces are in eV/Å.

spin multiplicity: 1
E_LUMO: 0.117 eV
Kohn-Sham gap: 8.33 eV
SMILES: COc1ccc2c(c1)cc1c(=O)n(CC(=O)NCCCOC(C)C)nc(C)n12


The following energy relative to the best compared isomer or geometry (same formula, charge and spin) values (in eV) correspond, in order, to the records above: 18.680; 1.054; 3.310; 0.000; 0.358; 2.597.
The following E values (in eV) correspond, in order, to the records above: -39974.7885; -27267.7613; -100290.8541; -23856.9178; -14812.7605; -35312.6898.